1.
11
Properties=species:S:1:pos:R:3 method="wB97M-V/def2-TZVPD" homo_ha="-0.33448 / -0.32074" lumo_ev="-0.77 / -0.60" e_above_lowest_kcal_mol=94.7 total_energy_ha=-1010.631790 homo_lumo_gap_ha="0.3061 / 0.2986"
C 0.590 1.912 -0.044
C 0.650 0.801 0.687
N -0.519 -4.345 0.997
O 0.669 -4.811 0.841
P -0.930 -2.878 1.600
Cl 0.905 -2.391 2.180
H 1.111 2.825 0.248
H 0.260 1.918 -1.122
H 0.476 -0.152 0.335
H 1.245 0.883 1.612
H -1.266 -5.012 0.739

=====

2.
16
Properties=species:S:1:pos:R:3 method="wB97M-V/def2-TZVPD" homo_ha="-0.46572 / -0.44518" lumo_ev="-5.45 / -5.23" e_above_lowest_kcal_mol=77.6 total_energy_ha=-1025.214917 homo_lumo_gap_ha="0.2654 / 0.2531" total_charge=+1
C 3.158 0.666 -0.316
C 2.326 0.855 0.984
C 0.325 -0.515 0.035
N -0.633 -1.253 -0.222
N -2.948 -0.265 -0.503
S 3.628 -1.032 -0.498
S 0.575 0.971 0.704
H 2.408 0.902 -1.042
H 3.914 1.375 -0.468
H 2.504 0.114 1.719
H 2.633 1.787 1.375
H -1.788 -1.016 -0.322
H -0.462 -2.239 -0.467
H -3.332 -0.542 -1.358
H -2.780 0.712 -0.429
H -3.578 -0.684 0.173

=====

3.
15
Properties=species:S:1:pos:R:3 method="wB97M-V/def2-TZVPD" homo_ha=-0.46551 lumo_ev=-4.65 e_above_lowest_kcal_mol=38.1 total_energy_ha=-1120.029680 homo_lumo_gap_ha=0.2947 total_charge=+1
C -0.469 3.564 -1.259
C -1.653 3.631 -0.759
C -2.718 3.067 -0.175
C 0.112 1.552 0.466
C -0.399 -0.892 0.490
N 0.568 0.167 0.875
O -3.811 2.885 0.137
S 1.606 2.588 0.151
S 0.470 1.917 -1.339
H 0.205 4.352 -1.621
H -0.418 -1.033 -0.580
H -0.216 -1.788 1.160
H -1.422 -0.451 0.746
H 1.517 -0.044 0.535
H 0.656 0.087 1.943